Record 1
This record from OMol25 describes a 2-piece molecular cluster, C8H17O3P overall at a distorted geometry. The level of theory is the ωB97M-V functional and the def2-TZVPD basis.

F_max: 4.49 eV/Å
ΔE to the lowest compared entry with this formula, charge and spin: 125.78 kcal per mole
gap between HOMO and LUMO (alpha / beta): 7.416 / 8.104 eV
LUMO energy (alpha / beta): -0.07 / 0.44 eV
molecular weight: 192.2 g/mol
DFT total energy: -23997.7590 eV
HOMO level (alpha / beta): -0.275 / -0.282 hartree

Geometry (Å):
C  -0.22422  -1.08087  0.53674
C  2.36234  0.18771  -0.94306
C  -1.06400  -0.58716  3.30397
C  -1.71430  -1.80382  -3.79493
C  0.97111  0.55406  -1.15736
C  0.33348  -0.52594  2.70308
C  -0.61229  -1.19187  -2.99007
C  -0.05105  -0.57959  -0.80787
O  -0.81559  -2.12395  0.86119
O  0.33146  -0.13112  1.32070
O  -0.66024  -1.32301  -1.72676
P  -0.61247  3.70712  1.82337
H  2.67524  -0.61695  -1.71805
H  3.07544  1.08866  -1.12807
H  2.49952  -0.25533  0.15551
H  -1.05979  -0.76634  4.41408
H  -1.52507  0.30839  2.97266
H  -1.45498  -1.54015  2.86227
H  -1.51653  -1.93735  -4.84631
H  -1.90529  -2.74113  -3.41192
H  -2.70114  -1.24955  -3.74376
H  0.80299  1.32032  -0.50607
H  0.85926  0.72545  -2.14028
H  0.86281  -1.58982  2.75564
H  0.87656  0.20538  3.43692
H  -0.17053  4.79508  2.57743
H  -0.05135  -0.37847  -3.42365
H  -0.28052  4.26555  0.57613
H  0.76912  3.26470  2.03849

natural (NBO) population analysis, charges in e, atoms 1 to 6: atom 1 (C): 0.69, atom 2 (C): -0.59, atom 3 (C): -0.66, atom 4 (C): -0.68, atom 5 (C): -0.46, atom 6 (C): -0.08

=====

Record 2
This record from OMol25 describes C8H17O3P2Pb as an isolated structure at a distorted geometry. The level of theory is the ωB97M-V functional and the def2-TZVPD basis.

F_max: 3.94 eV/Å
gap between HOMO and LUMO: 4.572 eV
LUMO energy: 3.08 eV
total charge: -1
molecular weight: 430.4 g/mol
DFT total energy: -38533.2339 eV
HOMO level: -0.055 hartree

Geometry (Å):
C  -0.04877  1.27539  -2.99511
C  -0.32671  0.48174  -4.05888
C  -0.66633  -0.89087  -4.09504
C  -0.75641  -1.74816  -2.98283
C  -0.63731  -1.46352  -1.65287
Pb  -0.61618  0.54437  -1.03553
P  -0.26119  3.09525  -0.14617
H  0.26259  2.34919  -3.02092
H  -0.23892  0.98536  -5.02673
H  -0.80185  -1.34104  -5.08327
H  -0.60485  -2.20450  -0.83189
H  -0.95621  -2.79731  -3.19410
H  -1.43664  3.45984  0.57735
H  -0.13214  3.94377  -1.27762
H  0.86824  3.27250  0.69871
C  -0.79770  -2.20259  3.13273
O  0.36221  -1.41802  2.86875
P  0.17970  -0.68224  1.43152
O  0.53116  0.87273  1.93443
C  -0.60547  1.38671  2.82071
O  1.30766  -1.38521  0.48243
C  2.59210  -0.84189  0.66973
H  -0.97975  -2.91984  2.30043
H  -1.67145  -1.51645  3.20961
H  -0.54947  -2.67601  4.05118
H  -1.58257  1.36620  2.25244
H  -0.72600  0.73106  3.72730
H  -0.38645  2.41891  3.11396
H  2.57102  0.16019  0.18688
H  2.81117  -0.74274  1.76309
H  3.29652  -1.51281  0.17971

natural (NBO) population analysis, charges in e, atoms 1 to 6: atom 1 (C): -0.72, atom 2 (C): -0.26, atom 3 (C): -0.34, atom 4 (C): -0.26, atom 5 (C): -0.70, atom 6 (Pb): 0.53

=====

Record 3
This record from OMol25 describes a 2-piece molecular cluster, C8H17P overall at a distorted geometry. The level of theory is the ωB97M-V functional and the def2-TZVPD basis.

F_max: 3.16 eV/Å
ΔE to the lowest compared entry with this formula, charge and spin: 86.53 kcal per mole
gap between HOMO and LUMO (alpha / beta): 8.572 / 7.429 eV
LUMO energy (alpha / beta): -0.54 / -0.39 eV
molecular weight: 144.2 g/mol
DFT total energy: -17854.7500 eV
HOMO level (alpha / beta): -0.335 / -0.287 hartree

Geometry (Å):
C  -2.93650  -2.57363  -0.89799
C  -2.56942  -1.65055  -0.00677
C  -1.17988  2.51783  -0.20259
C  1.23212  2.78261  -0.12152
C  1.70593  -1.94883  -0.77972
C  0.96995  -1.10883  1.45398
C  0.09737  1.85381  0.20433
C  1.44904  -0.65221  0.09116
P  0.18173  0.31181  -0.83060
H  -3.33292  -3.53548  -0.57822
H  -3.08290  -2.51090  -1.95860
H  -2.71419  -1.83683  1.08746
H  -1.24574  3.61342  0.01513
H  -1.24341  2.49818  -1.24627
H  -2.06661  2.04084  0.27474
H  1.00921  3.69905  0.41625
H  1.35076  3.00612  -1.11594
H  2.19149  2.45538  0.13606
H  1.33622  -1.77082  -1.75685
H  2.74556  -2.33217  -0.88409
H  1.19600  -2.78252  -0.21800
H  0.68844  -0.24088  2.10703
H  1.76361  -1.80106  2.08043
H  0.03670  -1.59537  1.25598
H  -0.08992  1.73148  1.31324
H  2.50739  -0.17046  0.16138

natural (NBO) population analysis, charges in e, atoms 1 to 6: atom 1 (C): -0.54, atom 2 (C): -0.08, atom 3 (C): -0.61, atom 4 (C): -0.61, atom 5 (C): -0.61, atom 6 (C): -0.62

=====

Record 4
This record from OMol25 describes a 2-piece molecular cluster, C8H17PS overall at a distorted geometry. The level of theory is the ωB97M-V functional and the def2-TZVPD basis.

F_max: 4.44 eV/Å
SMILES: C[C@H]1CCCP1S.C=CC
ΔE to the lowest compared entry with this formula, charge and spin: 53.78 kcal per mole
gap between HOMO and LUMO: 9.591 eV
LUMO energy: 0.76 eV
molecular weight: 176.3 g/mol
DFT total energy: -28693.8420 eV
HOMO level: -0.325 hartree

Geometry (Å):
C  0.76016  1.10052  -1.98186
C  0.77619  1.56805  -0.47292
C  -0.24599  2.58538  0.12084
C  -0.25050  2.34767  1.63319
C  -0.37892  0.89233  1.91849
P  0.51379  -0.09377  0.56723
S  2.36177  0.15077  1.68794
H  -0.16131  0.88245  -2.37067
H  1.42881  0.16666  -1.93229
H  1.26504  1.67593  -2.70127
H  1.75294  1.96860  -0.21654
H  -1.14719  2.45414  -0.34239
H  0.03944  3.56825  -0.17450
H  0.50772  2.92776  2.10415
H  -1.07495  2.78545  2.19030
H  0.06910  0.62278  2.89121
H  -1.50908  0.62943  1.95009
H  2.48404  -1.06848  2.14130
C  -2.31906  -3.19849  -0.59799
C  -1.02540  -3.14273  -0.42781
C  -0.06095  -3.31674  -1.50355
H  -2.91008  -3.20004  0.24054
H  -2.85771  -3.04857  -1.57436
H  -0.69323  -3.12990  0.60739
H  0.62500  -2.45924  -1.27628
H  0.54436  -4.28096  -1.49502
H  -0.46135  -3.12983  -2.57580

natural (NBO) population analysis, charges in e, atoms 1 to 6: atom 1 (C): -0.61, atom 2 (C): -0.43, atom 3 (C): -0.42, atom 4 (C): -0.43, atom 5 (C): -0.70, atom 6 (P): 0.66

=====

Record 5
This record from OMol25 describes an isolated ion of composition C8H18BO2P2 and charge -1. The level of theory is the ωB97M-V functional and the def2-TZVPD basis.

F_max: 0.97 eV/Å
gap between HOMO and LUMO: 6.553 eV
LUMO energy: 3.41 eV
total charge: -1
molecular weight: 219.0 g/mol
DFT total energy: -31937.5104 eV
HOMO level: -0.115 hartree

Geometry (Å):
C  1.80397  -2.93187  0.75292
C  2.48848  -1.99496  0.44258
C  3.20973  -0.78167  0.04320
C  2.65746  -0.21946  -1.28840
C  1.54729  0.84073  -1.16670
B  0.47796  0.68006  0.06802
P  -0.25934  2.45666  0.42632
O  -1.22967  2.18993  1.79359
O  1.09346  3.20520  1.11756
P  -0.98688  -0.55156  -0.36100
C  -1.65762  -1.12347  1.27815
C  -2.43994  0.39484  -1.01259
C  -3.70348  -0.48916  -1.08598
H  1.11214  -3.73205  0.85820
H  4.26041  -1.05590  -0.10696
H  3.18122  -0.05120  0.84977
H  3.51321  0.22943  -1.80902
H  2.34609  -1.06625  -1.89985
H  0.96686  0.79743  -2.09780
H  1.97505  1.84928  -1.14498
H  0.95712  0.32450  1.13751
H  -0.63809  1.90027  2.50097
H  1.67467  2.50232  1.44031
H  -2.32280  -0.36651  1.71024
H  -0.82730  -1.26329  1.96897
H  -2.23350  -2.04382  1.17460
H  -2.19303  0.78071  -2.00416
H  -2.69667  1.27439  -0.41162
H  -3.44901  -1.53245  -1.27924
H  -4.22266  -0.42393  -0.12729
H  -4.40134  -0.12104  -1.84137

natural (NBO) population analysis, charges in e, atoms 1 to 6: atom 1 (C): -0.28, atom 2 (C): 0.02, atom 3 (C): -0.49, atom 4 (C): -0.37, atom 5 (C): -0.63, atom 6 (B): -0.64

=====

Record 6
This record from OMol25 describes C8H18BiF3I2O4P2S as an isolated structure at a distorted geometry. The level of theory is the ωB97M-V functional and the def2-TZVPD basis.

F_max: 3.91 eV/Å
ΔE to the lowest compared entry with this formula, charge and spin: 0.00 kcal per mole
gap between HOMO and LUMO: 4.930 eV
LUMO energy: -9.47 eV
total charge: +2
molecular weight: 792.0 g/mol
DFT total energy: -76367.8649 eV
HOMO level: -0.529 hartree

Geometry (Å):
I  -1.97251  1.53870  -4.46323
I  0.56691  1.71742  -4.44045
Bi  -0.24330  0.04776  0.34084
P  -0.33034  -3.56268  -0.56028
C  -0.78163  -4.70308  0.72015
C  -1.56440  -3.60599  -1.85375
H  -1.76478  -4.66293  -2.13274
H  1.29856  -4.97581  -1.74784
H  -1.18683  -3.06212  -2.73258
H  1.22755  -3.30613  -2.35933
H  -1.86189  -4.64172  0.91138
H  -2.47440  -3.14252  -1.45985
C  1.20955  -3.91551  -1.43720
H  -0.53939  -5.72385  0.42019
H  2.07584  -3.66338  -0.80603
H  -0.23304  -4.42825  1.62280
P  -0.35368  3.36097  -1.02704
C  -0.57430  4.02852  0.66789
C  1.13419  4.36631  -1.47796
H  -1.67427  4.19969  -2.92819
H  -1.30088  5.49417  -1.73021
H  -2.58609  4.33813  -1.38701
C  -1.59690  4.44905  -1.86445
H  1.39586  4.14745  -2.51753
H  0.91632  5.44155  -1.37936
H  -0.41407  5.12286  0.71449
H  0.13918  3.52648  1.32609
H  1.98690  4.10558  -0.83169
H  -1.58698  3.78909  1.00145
C  -1.38363  0.79153  2.48340
O  -1.19021  1.31440  3.47781
F  2.95286  -1.88859  4.90795
C  2.46671  -0.80408  4.26212
F  1.56531  -0.18919  5.04502
F  3.47366  0.03960  3.96611
S  1.62538  -1.42874  2.52196
O  1.55535  -0.09392  1.72966
O  0.28132  -1.86214  2.96721
O  -0.25792  -2.15864  0.05019

natural (NBO) population analysis, charges in e, atoms 1 to 6: atom 1 (I): 0.03, atom 2 (I): 0.01, atom 3 (Bi): 2.00, atom 4 (P): 1.95, atom 5 (C): -1.02, atom 6 (C): -1.01